Molecular formula: C35H38N3O3ReSe2Si
Method: DFT, ωB97M-V/def2-TZVPD

XYZ file:
```
83
Properties=species:S:1:pos:R:3:forces:R:3
Re 0.249702 0.672996 0.624521 -0.0686 0.4128 -0.0054
C -4.484699 1.167336 2.432275 -0.0238 0.1108 -0.0626
C -4.397362 -0.060999 3.335839 0.0100 0.0202 0.0337
C -3.303152 -1.054987 2.964368 0.0402 -0.1319 0.0472
C -3.559293 -1.916560 1.742593 -0.0499 -0.0638 -0.0876
N -3.753891 -1.174650 0.489373 -0.0597 -0.1047 -0.1339
C -2.803051 -0.850845 -0.392962 0.1472 0.0900 -0.0028
Se -0.972993 -1.311723 -0.248584 0.0017 -0.3152 -0.0520
N -3.367190 -0.346973 -1.502199 -0.1296 -0.2666 0.0735
C -2.709349 -0.064397 -2.780490 0.0141 0.0123 0.0497
C -2.772138 1.408855 -3.155121 0.0413 0.0739 -0.0363
C -1.983261 2.326368 -2.221278 -0.1885 -0.0948 0.1776
C -0.471192 2.155839 -2.308850 -0.0174 0.1940 0.0210
C -4.749227 -0.385646 -1.341918 -0.0148 0.1771 -0.0619
C -5.784274 -0.022414 -2.199609 -0.0363 -0.0895 0.1175
C -7.066304 -0.201973 -1.724331 0.0118 -0.0037 0.0537
C -7.312869 -0.714288 -0.439019 0.0539 0.0273 -0.0579
C -6.286174 -1.073079 0.408006 0.0329 -0.0169 -0.1622
C -4.993561 -0.904489 -0.079853 -0.0242 -0.0041 0.0777
H -4.911647 2.012031 2.968808 -0.0579 0.0312 0.0287
H -5.111038 1.002700 1.555280 0.0526 0.0372 0.0299
H -3.496193 1.475179 2.085623 0.0655 0.0193 0.0166
H -5.360410 -0.577604 3.371390 -0.0552 0.0047 0.0369
H -4.202334 0.266773 4.357811 0.0252 -0.0029 0.0023
H -3.167982 -1.760357 3.787307 0.0558 0.0053 0.0372
H -2.350165 -0.537943 2.844356 0.0490 0.0721 -0.0197
H -4.463485 -2.515639 1.863853 0.0464 0.0059 0.0525
H -2.728571 -2.602029 1.567665 -0.0476 0.0357 0.0905
H -3.214129 -0.682616 -3.525778 0.0448 0.0495 -0.0207
H -1.683957 -0.421694 -2.689991 -0.0506 0.0475 -0.0662
H -3.814916 1.732691 -3.175721 0.0281 -0.0017 -0.0110
H -2.406420 1.484971 -4.181476 0.0522 0.0826 -0.0115
H -2.331916 2.161932 -1.191062 0.1103 0.0359 -0.1800
H -2.239112 3.363320 -2.451361 0.0166 -0.0412 -0.0264
H -0.148888 1.129696 -2.116060 0.0268 -0.1692 -0.0143
H 0.045163 2.811356 -1.604822 -0.0206 0.0133 -0.0647
H -0.096030 2.420830 -3.297360 0.0125 -0.0643 -0.0736
H -5.600186 0.368451 -3.187174 0.0013 0.0287 -0.0783
H -7.903641 0.060535 -2.353876 -0.0374 0.0059 -0.0203
H -8.333077 -0.829440 -0.107305 -0.0792 -0.0067 0.0143
H -6.480691 -1.463273 1.394328 -0.0133 -0.0239 0.0719
O 1.724941 -0.141272 -0.102073 0.4934 -0.0535 -0.3174
Si 3.400344 -0.446957 -0.165399 -0.1862 -0.0352 0.0784
C 3.598201 -2.146171 -0.875473 0.0267 -0.1549 -0.0167
C 3.352767 -3.271143 -0.081186 -0.0384 0.0811 0.0773
C 3.431472 -4.551438 -0.600251 0.0216 -0.0252 -0.0411
C 3.765505 -4.734914 -1.933858 0.0124 -0.0296 0.0043
C 4.012904 -3.637174 -2.741304 0.0053 -0.0136 -0.0173
C 3.928326 -2.357899 -2.214900 -0.0226 0.1202 -0.0282
C 3.986344 -0.323170 1.587528 0.0183 -0.0703 0.1245
C 5.009960 -1.142694 2.066565 -0.0697 0.0752 0.0433
C 5.497942 -0.988745 3.355608 0.0058 -0.0250 0.0249
C 4.963727 -0.020336 4.190378 -0.0066 -0.0183 0.0093
C 3.944944 0.803874 3.734282 0.0370 0.0014 0.0100
C 3.471852 0.656309 2.441923 -0.0203 -0.0125 -0.0697
C 4.171003 0.870675 -1.210294 0.0301 0.0547 -0.0843
C 5.487185 0.689428 -1.644050 -0.0560 0.0265 -0.0292
C 6.147904 1.682133 -2.347241 0.0081 0.0171 -0.0219
C 5.505607 2.879318 -2.626381 0.0242 0.0047 0.0114
C 4.205164 3.082962 -2.194818 0.0096 -0.0263 -0.0011
C 3.548525 2.086332 -1.489925 -0.1109 -0.0537 -0.0225
H 3.101434 -3.145805 0.963217 -0.0311 0.0224 0.1330
H 3.243224 -5.406582 0.032465 -0.0161 -0.0443 0.0540
H 3.840592 -5.733420 -2.340240 -0.0081 -0.0562 -0.0259
H 4.275655 -3.778359 -3.779865 0.0174 0.0056 -0.0584
H 4.122557 -1.510899 -2.858159 0.0284 0.0861 -0.0699
H 5.429458 -1.911809 1.433554 0.0521 -0.0775 -0.0804
H 6.291123 -1.631537 3.710316 0.0422 -0.0249 0.0215
H 5.340167 0.092582 5.196587 0.0266 0.0082 0.0656
H 3.526593 1.561834 4.382341 -0.0088 0.0238 0.0177
H 2.694427 1.329558 2.097650 0.0570 0.0381 -0.0059
H 6.004457 -0.237877 -1.435413 0.0534 -0.0921 0.0284
H 7.163215 1.522817 -2.678453 0.0819 -0.0079 -0.0232
H 6.022099 3.654406 -3.173252 0.0350 0.0507 -0.0442
H 3.705517 4.017707 -2.404518 -0.0357 0.0664 -0.0091
H 2.535644 2.266651 -1.151687 -0.0176 0.0045 0.0094
O 1.042570 2.663195 0.805113 0.1107 -0.0742 0.0515
C -0.120959 3.136418 0.952779 -0.0904 0.0897 0.0878
O -1.089627 2.329796 0.891198 -0.3324 0.0216 0.0094
H -0.282483 4.201699 1.124716 0.0191 0.0079 0.0011
Se 0.269590 0.202326 5.384074 -0.0349 -0.0191 0.0882
C 0.162966 0.364443 3.679145 0.0623 -0.0463 0.3890
N 0.087028 0.475483 2.502094 -0.1579 -0.0378 -0.1571
```
Forces are in eV/Å.

2S+1   4
Charge   +1
Total energy   -6917.054144 hartree
Kohn-Sham gap (spin up / spin down)   7.61 / 6.88 eV
F_max   0.589 eV/A
Lowest unoccupied orbital energy (spin up / spin down)   -3.15 / -4.22 eV

Atomic partial charges in e from the Mulliken method, atoms 1 to 4: 0.3899, -0.6213, -0.7134, 0.3190